2 unconnected molecules or ions with the total composition C3H3F2N, computed with ωB97M-V with the def2-TZVPD basis set.

Values from the calculation:
2S+1: 3
Relative energy (zero: lowest compared OMol25 entry of this formula, charge and spin), kcal/mol: 45.6
HOMO level (spin up / spin down), eV: -4.89 / -13.04

Geometry as XYZ:
```
9
Properties=species:S:1:pos:R:3:forces:R:3:lowdin_charge:R:1
C -0.5816 1.7804 -1.8891 -0.2 -0.1 -1.0 -0.0788
C 1.4294 -1.8886 0.3691 -2.0 4.3 -7.6 0.1197
C 1.1324 -2.2668 1.6013 -1.7 -3.7 7.3 -0.5087
N -0.1372 0.7823 -2.2242 0.4 -0.5 0.5 0.0567
F 1.8259 -3.0088 2.4246 1.8 -1.0 0.1 0.1295
F 0.1049 -1.8613 2.2490 -2.5 1.9 0.9 0.1509
H -1.0942 2.7004 -1.9492 -0.2 0.6 0.6 0.0428
H 2.2769 -2.0372 -0.1136 4.0 -0.7 -1.6 0.0110
H 0.7157 -1.2777 -0.2326 0.4 -0.9 0.8 0.0769
```
Positions in Å, forces in eV/Å.

***

A gas-phase ion, C3H3F2N2O3S (charge -1), computed with ωB97M-V with the def2-TZVPD basis set.

Values from the calculation:
Charge: -1
2S+1: 1
HOMO level, eV: -5.05

Geometry as XYZ:
```
14
Properties=species:S:1:pos:R:3:forces:R:3:lowdin_charge:R:1
C 0.9018 1.8853 -0.3519 0.5 1.4 -0.6 -0.3175
C -0.0255 -0.1617 0.2831 -0.3 -1.7 -0.4 -0.8759
C -2.3043 -0.1187 0.1229 -1.5 -1.3 -0.4 -0.1200
N -0.0277 1.2166 -0.0226 -1.0 1.2 0.1 0.2038
N 1.0819 -0.4637 1.0943 1.2 -1.2 0.4 -0.1559
O 1.6742 2.6905 -0.7104 0.1 -0.3 0.2 0.1403
O 0.1876 -0.8984 -0.8913 0.4 0.1 0.6 -0.2652
O -1.2110 -0.5686 0.9216 -1.0 1.0 -0.6 -0.0819
F 2.6696 -0.4043 -0.9663 -0.1 -0.2 0.1 -0.3426
F 3.1803 -1.7239 0.9646 -0.5 0.4 -0.1 -0.4566
S 1.7464 -1.3983 0.0275 0.4 -0.3 -0.1 1.0431
H -3.3390 -0.3840 0.5105 1.5 0.5 0.4 0.0978
H -2.3409 -0.5867 -0.8661 0.5 -0.4 0.0 0.0747
H -2.1934 0.9157 -0.1157 -0.3 0.9 0.4 0.0559
```
Positions in Å, forces in eV/Å.

***

C3H3F2NO2 in the gas phase, computed with ωB97M-V with the def2-TZVPD basis set.

Values from the calculation:
2S+1: 1
Structure (SMILES): NC(=O)OC=C(F)F
Relative energy (zero: lowest compared OMol25 entry of this formula, charge and spin), kcal/mol: 28.7
HOMO level, eV: -9.05

Geometry as XYZ:
```
11
Properties=species:S:1:pos:R:3:forces:R:3:lowdin_charge:R:1
N 1.7814 0.4925 0.5721 2.7 2.4 0.4 0.1956
C 0.9829 0.4962 -0.4872 -2.1 -0.2 0.6 -0.6064
O 0.7892 1.4793 -1.1321 -0.4 -0.2 -1.1 0.1365
O 0.3168 -0.7251 -0.6207 3.8 -0.3 -0.6 0.0345
C -0.9085 -1.0961 -0.3224 -2.7 3.0 0.4 -0.0700
C -1.7700 -0.1979 0.1959 -1.0 -1.3 0.2 -0.3031
F -1.4681 0.9035 0.8738 0.1 -0.4 -0.6 0.1398
F -3.1101 -0.3933 0.1978 1.1 0.0 0.3 0.0904
H 2.1644 -0.2833 1.0438 -0.1 -1.2 0.2 0.1009
H 2.4488 1.3008 0.4930 -1.1 -1.2 0.5 0.1540
H -1.2268 -1.9766 -0.8141 -0.4 -0.7 -0.2 0.1278
```
Positions in Å, forces in eV/Å.

***

A molecular structure, C3H3F2NO2, computed with ωB97M-V with the def2-TZVPD basis set.

Values from the calculation:
2S+1: 1
Relative energy (zero: lowest compared OMol25 entry of this formula, charge and spin), kcal/mol: 51.9
HOMO level, eV: -9.95

Geometry as XYZ:
```
11
Properties=species:S:1:pos:R:3:forces:R:3:lowdin_charge:R:1
C -1.8795 0.4450 -0.1911 2.6 -1.8 0.2 -0.1119
C 1.1247 0.4452 -0.3790 -4.1 -1.6 -0.9 -0.2612
C -0.6583 -0.3709 0.0323 3.1 0.5 -1.5 -0.3765
N -2.8054 1.0844 -0.2976 -1.7 1.3 -0.3 0.1834
O 1.2066 1.4807 0.4453 0.5 0.4 -0.9 0.0787
O -0.7694 -1.6328 -0.5821 -1.2 2.1 0.8 0.0592
F 1.9678 -0.5629 0.0400 -0.5 0.4 -0.9 0.0337
F -0.4074 -0.3890 1.3844 -0.7 -0.8 0.3 0.0296
H 1.0514 0.6498 -1.4878 0.9 -0.2 1.4 0.1701
H 1.2452 1.0283 1.2814 0.0 0.2 1.4 0.1047
H -0.0756 -2.1779 -0.2457 1.0 -0.6 0.3 0.0901
```
Positions in Å, forces in eV/Å.

***

C3H3F3 in the gas phase, computed with ωB97M-V with the def2-TZVPD basis set.

Values from the calculation:
2S+1: 1
Structure (SMILES): F[C@@H]1CC1(F)F
Relative energy (zero: lowest compared OMol25 entry of this formula, charge and spin), kcal/mol: 69.1
HOMO level, eV: -9.82

Geometry as XYZ:
```
9
Properties=species:S:1:pos:R:3:forces:R:3:lowdin_charge:R:1
F -0.8612 -0.6795 1.3324 0.9 2.5 1.1 -0.1316
C -0.1080 0.4850 0.6677 -1.2 -3.7 2.6 -0.0929
C -0.6703 0.2273 -0.6368 0.1 -2.2 -3.5 0.0094
C 0.7426 -0.3737 -0.2833 -4.8 2.4 3.6 -0.5611
F 0.9830 -1.5467 0.2329 0.9 -1.8 -0.9 0.1459
F 1.7747 0.3156 -0.5861 3.5 1.1 -2.2 0.1580
H 0.1823 1.2818 1.3953 -0.6 -0.6 -1.1 0.1657
H -0.5181 0.9179 -1.4953 -0.7 -0.4 0.7 0.1225
H -1.5251 -0.6275 -0.6267 1.9 2.7 -0.3 0.1841
```
Positions in Å, forces in eV/Å.

***

2 unconnected molecules or ions with the total composition C3H3F3, computed with ωB97M-V with the def2-TZVPD basis set.

Values from the calculation:
2S+1: 3
Relative energy (zero: lowest compared OMol25 entry of this formula, charge and spin), kcal/mol: 41.9
HOMO level (spin up / spin down), eV: -7.78 / -10.00

Geometry as XYZ:
```
9
Properties=species:S:1:pos:R:3:forces:R:3:lowdin_charge:R:1
C 0.6176 0.2833 -0.0818 1.8 -0.1 -0.8 -0.0254
C 1.5890 -0.6111 0.0155 1.1 1.1 0.3 -0.3481
C -1.8198 0.1980 0.0120 -2.2 -2.0 1.0 0.0269
F 0.8306 1.5651 -0.3741 -0.4 -0.9 0.4 0.0787
F 2.8445 -0.1376 0.1982 -0.4 -0.7 -0.1 0.1029
F 1.5538 -1.9213 0.1292 -0.4 0.6 -0.1 0.1454
H -2.0396 0.8354 0.8356 -0.2 0.1 0.7 -0.0155
H -1.9264 -0.9407 0.1545 0.4 2.2 -0.6 0.0500
H -1.6497 0.7289 -0.8892 0.3 -0.2 -0.9 -0.0148
```
Positions in Å, forces in eV/Å.

***

C3H3F3O in the gas phase, computed with ωB97M-V with the def2-TZVPD basis set.

Values from the calculation:
2S+1: 1
Structure (SMILES): C=C(F)[C@H](F)OF
Relative energy (zero: lowest compared OMol25 entry of this formula, charge and spin), kcal/mol: 118.6
HOMO level, eV: -10.76

Geometry as XYZ:
```
10
Properties=species:S:1:pos:R:3:forces:R:3:lowdin_charge:R:1
C -0.8136 0.5814 -0.4052 0.0 0.2 -0.4 0.0805
C 0.3140 0.9105 0.1728 0.2 -2.2 3.7 -0.2283
F 1.1807 1.8516 -0.1159 0.0 0.1 -0.2 0.1000
C 0.7720 0.0097 1.6877 0.2 0.7 -4.1 -0.3168
F -0.1700 -0.9322 1.9301 -0.1 0.2 0.2 0.0503
O 0.8259 1.0173 2.5432 0.1 1.2 1.3 0.0556
F 1.7046 0.7445 3.6992 -0.5 -0.4 -0.9 -0.0448
H -1.1846 1.0726 -1.2887 0.1 0.2 -0.2 0.0734
H -1.4067 -0.2210 -0.0027 0.1 -0.1 0.2 0.0681
H 1.7234 -0.4850 1.4434 -0.2 0.2 0.5 0.1619
```
Positions in Å, forces in eV/Å.

***

C3H3FN2 in the gas phase, computed with ωB97M-V with the def2-TZVPD basis set.

Values from the calculation:
2S+1: 1
Structure (SMILES): N#C/C(F)=C/N
Relative energy (zero: lowest compared OMol25 entry of this formula, charge and spin), kcal/mol: 52.4
HOMO level, eV: -8.79

Geometry as XYZ:
```
9
Properties=species:S:1:pos:R:3:forces:R:3:lowdin_charge:R:1
N -0.1918 2.4342 -1.2042 -0.6 -2.2 0.7 0.1502
C -0.2507 1.3440 -0.7772 1.0 1.9 -0.4 -0.1579
C 0.0399 0.0714 -0.2123 0.4 -1.8 1.8 -0.3115
F 1.2660 -0.4629 -0.3975 1.4 0.4 -1.2 0.0330
C -0.6207 -0.6459 0.7236 -0.3 0.8 -1.5 -0.1887
N -0.3856 -1.8415 1.3246 -3.0 -1.3 2.3 0.0424
H -1.5558 -0.2229 0.8400 -2.1 0.4 0.8 0.0923
H -1.3896 -2.2288 1.9272 5.0 1.4 -2.2 0.2291
H 0.5820 -2.1494 1.5628 -1.6 0.2 -0.2 0.1111
```
Positions in Å, forces in eV/Å.

***

C3H3FN2O2 in the gas phase, computed with ωB97M-V with the def2-TZVPD basis set.

Values from the calculation:
2S+1: 1
Structure (SMILES): Nn1cc(F)c(=O)o1
Relative energy (zero: lowest compared OMol25 entry of this formula, charge and spin), kcal/mol: 83.9
HOMO level, eV: -9.38

Geometry as XYZ:
```
11
Properties=species:S:1:pos:R:3:forces:R:3:lowdin_charge:R:1
N 1.9303 0.1963 0.2771 -0.4 1.1 0.0 0.0992
N 0.7677 0.1969 -0.4207 -0.6 -2.4 -1.2 -0.2047
C -0.1345 -0.8847 -0.2252 0.1 0.9 -0.4 0.0559
C -1.3765 -0.4237 -0.1055 1.4 0.2 0.4 -0.2163
F -2.4672 -1.1133 0.0565 -1.0 -0.4 0.0 0.1428
C -1.2984 1.0262 -0.0448 0.1 -0.2 -0.5 -0.4278
O -2.1385 1.8521 0.0614 -0.8 0.8 0.2 0.1556
O 0.0236 1.3383 -0.2333 -0.3 1.3 0.5 0.0890
H 2.7095 -0.1018 -0.2576 0.5 -0.2 -0.3 0.0928
H 1.7947 -0.1916 1.1702 0.5 -0.6 1.3 0.0826
H 0.1892 -1.8949 -0.2781 0.4 -0.5 0.0 0.1309
```
Positions in Å, forces in eV/Å.

***

C3H3FN2S in the gas phase, computed with ωB97M-V with the def2-TZVPD basis set.

Values from the calculation:
2S+1: 1
Structure (SMILES): Fc1nc[nH]c1S
Relative energy (zero: lowest compared OMol25 entry of this formula, charge and spin), kcal/mol: 1.6
HOMO level, eV: -9.10

Geometry as XYZ:
```
10
Properties=species:S:1:pos:R:3:forces:R:3:lowdin_charge:R:1
F -0.1565 2.4510 -0.1207 0.1 0.4 0.0 0.1060
C -0.3473 1.1516 -0.1112 -0.6 -0.7 -0.2 -0.4061
N -1.6068 0.6379 -0.1112 0.5 -0.2 0.1 0.1338
C -1.4233 -0.6731 -0.1132 0.5 0.7 0.1 -0.1787
N -0.1095 -0.9963 -0.1137 -0.3 0.2 -0.1 0.0431
C 0.6202 0.1859 -0.1214 0.0 -0.1 0.1 -0.6231
S 2.3616 0.2617 -0.1965 -0.2 0.0 -0.1 0.7997
H -2.1969 -1.4123 -0.0907 -0.2 -0.1 0.0 0.1168
H 0.2731 -1.9239 -0.1420 0.1 0.0 0.0 0.1445
H 2.5853 0.3175 1.1206 0.1 0.0 0.1 -0.1360
```
Positions in Å, forces in eV/Å.

***

Table of total energy (eV), in record order: -10077.7342 -28552.3991 -14178.2911 -14177.2859 -11308.5613 -11305.0602 -13354.3045 -8854.8071 -12949.2302 -19692.3668